No. 1
Entry from the OMol25 dataset: one molecule with the formula C16H28O4S in a non-equilibrium geometry (ωB97M-V/def2-TZVPD).

XYZ file:
```
49
Properties=species:S:1:pos:R:3
C -3.20 -2.15 0.16
C -1.98 -1.37 -0.37
C -1.75 -1.55 -1.74
C -0.58 -0.84 -2.48
C 0.50 -0.38 -1.54
C 1.62 0.44 -2.44
C 2.58 -0.66 -2.96
C 1.07 1.09 -3.75
C 2.43 1.40 -1.53
C 2.61 0.91 -0.01
C 1.30 0.59 0.61
C 0.06 0.32 -0.21
C -0.63 1.67 -0.54
C -0.91 -0.73 0.57
C -1.42 -0.11 1.85
C -1.11 -0.88 3.10
O -1.88 -0.47 4.16
S -1.17 0.33 5.45
O -0.16 -0.50 6.09
O -2.14 0.84 6.38
O -0.53 1.62 4.82
H -3.90 -1.30 0.46
H -3.63 -2.74 -0.61
H -3.01 -2.84 0.93
H -2.33 -2.21 -2.39
H -0.23 -1.60 -3.13
H -0.92 -0.01 -3.00
H 0.98 -1.28 -1.10
H 3.31 -0.31 -3.77
H 2.10 -1.64 -3.22
H 3.32 -0.86 -2.11
H 0.81 0.34 -4.43
H 0.28 1.75 -3.62
H 1.95 1.59 -4.18
H 3.42 1.44 -2.03
H 1.99 2.50 -1.59
H 3.22 -0.03 0.07
H 3.02 1.75 0.60
H 1.49 -0.25 1.25
H 1.16 1.35 1.45
H -0.75 2.21 0.45
H -1.60 1.45 -1.06
H -0.06 2.25 -1.16
H -0.31 -1.56 0.87
H -2.47 0.26 1.86
H -0.90 0.82 1.95
H -1.41 -1.94 2.94
H -0.04 -0.79 3.39
H -0.18 2.04 5.56
```

The spin multiplicity is 1. As for the frontier orbital gap: 9.145 eV. Its SMILES is CC1=CC[C@H]2C(C)(C)CCC[C@]2(C)[C@H]1CCOS(=O)(=O)O.

***

No. 2
Entry from the OMol25 dataset: C18H20N2O5S4Sr as an isolated structure (ωB97M-V/def2-TZVPD).

XYZ file:
```
50
Properties=species:S:1:pos:R:3
Sr -0.64 0.79 -2.68
C 1.58 1.51 1.69
C 0.66 1.77 0.52
N 0.13 0.78 -0.12
N 0.43 -0.49 0.36
C -0.43 -1.39 0.05
S -1.94 -1.32 -0.76
S 0.20 -3.01 0.59
C -1.31 -3.85 1.13
C -1.73 -3.47 2.52
C -2.41 -2.28 2.75
C -2.77 -1.91 4.04
C -2.47 -2.74 5.12
C -1.80 -3.93 4.90
C -1.43 -4.29 3.61
C 0.33 3.17 0.20
C 0.97 4.18 0.93
C 0.65 5.52 0.83
C -0.37 5.90 -0.03
C -1.04 4.96 -0.77
C -0.72 3.57 -0.73
O -1.38 2.76 -1.46
H 1.86 0.46 1.71
H 1.08 1.75 2.63
H 2.48 2.12 1.63
H -1.12 -4.92 1.06
H -2.09 -3.59 0.41
H -2.64 -1.63 1.91
H -3.29 -0.98 4.20
H -2.76 -2.45 6.12
H -1.55 -4.58 5.73
H -0.89 -5.22 3.44
H 1.74 3.92 1.64
H 1.19 6.26 1.42
H -0.65 6.95 -0.13
H -1.83 5.23 -1.45
C 3.77 -1.32 -2.65
C 2.30 -1.68 -2.50
O 1.47 -0.60 -2.91
H 4.41 -2.10 -2.23
H 3.98 -0.38 -2.13
H 4.03 -1.19 -3.71
H 2.06 -1.89 -1.46
H 2.06 -2.56 -3.10
H 1.50 -0.57 -3.90
O -1.29 -0.22 -4.82
S -0.43 0.62 -5.71
O 0.09 1.71 -4.82
O -1.16 1.14 -6.86
S 1.17 -0.50 -6.22
```

As for the total charge: -2. The spin multiplicity is 1. As for the frontier orbital gap: 6.133 eV.

***

No. 3
Entry from the OMol25 dataset: C23H34N3O16PY as an isolated structure in a non-equilibrium geometry (ωB97M-V/def2-TZVPD).

XYZ file:
```
78
Properties=species:S:1:pos:R:3
Y 3.99 -12.81 -19.38
P 6.60 -13.07 -19.54
O 5.67 -14.33 -19.33
O 5.95 -12.32 -18.26
O 5.71 -12.38 -20.63
O 8.06 -13.15 -19.65
C -0.48 -12.14 -20.06
C 0.33 -12.91 -19.02
O 1.65 -12.55 -18.98
H -1.55 -12.36 -19.97
H -0.22 -12.37 -21.09
H -0.37 -11.07 -19.87
H 0.20 -14.00 -19.19
H -0.23 -12.85 -18.06
C 2.99 -16.02 -20.74
O 3.25 -14.89 -20.42
N 2.15 -16.84 -20.08
C 1.83 -18.17 -20.55
C 1.55 -16.45 -18.83
H 3.42 -16.51 -21.63
H 0.76 -18.26 -20.76
H 2.07 -18.89 -19.76
H 2.45 -18.44 -21.40
H 1.79 -15.41 -18.61
H 0.45 -16.47 -18.88
H 1.89 -17.09 -18.02
C 4.24 -9.35 -19.89
O 3.94 -10.47 -19.56
N 3.36 -8.31 -19.81
C 3.73 -7.04 -20.41
C 1.98 -8.59 -19.47
H 5.23 -9.09 -20.29
H 2.84 -6.47 -20.68
H 4.32 -7.14 -21.32
H 4.26 -6.42 -19.67
H 1.37 -8.88 -20.33
H 1.93 -9.40 -18.74
H 1.56 -7.71 -18.98
C 2.21 -12.55 -22.45
O 2.98 -12.19 -21.60
N 1.58 -11.72 -23.31
C 1.89 -10.31 -23.35
C 0.58 -12.20 -24.24
H 1.95 -13.61 -22.62
H 0.99 -9.69 -23.22
H 2.40 -10.09 -24.29
H 2.60 -10.05 -22.57
H 0.58 -13.29 -24.25
H -0.40 -11.82 -23.98
H 0.91 -11.95 -25.26
C 5.77 -14.77 -14.39
C 5.42 -14.29 -15.62
C 4.07 -14.64 -16.24
O 3.72 -14.27 -17.34
C 3.31 -15.64 -15.51
C 3.60 -15.98 -14.26
C 4.88 -15.53 -13.58
O 5.07 -15.93 -12.45
O 2.82 -16.80 -13.56
O 6.23 -13.47 -16.21
H 6.68 -14.40 -13.94
H 2.40 -15.98 -15.99
H 3.20 -16.88 -12.67
H 5.95 -13.06 -17.15
C 4.12 -11.60 -14.73
C 3.65 -11.80 -13.51
C 2.17 -11.75 -13.16
O 1.81 -11.91 -12.01
C 1.29 -11.58 -14.30
C 1.73 -11.49 -15.56
C 3.19 -11.46 -15.85
O 3.52 -11.39 -17.00
O 0.94 -11.53 -16.63
O 4.43 -12.13 -12.48
H 5.19 -11.61 -14.90
H 0.23 -11.54 -14.09
H 1.51 -11.75 -17.44
H 3.89 -12.07 -11.67
```

As for the total charge: -1. The spin multiplicity is 1. As for the frontier orbital gap: 5.317 eV.